Computed, not measured: 2 unconnected molecules or ions with the total composition C6H8N2O2, with wB97M-V/def2-TZVPD.

The calculation puts the maximum force at 2.52 eV/A. Its highest occupied orbital energy is -9.3 eV. The net charge is 0. As for the energy above the lowest of the compared OMol25 structures with the same formula, charge and spin: 186.5 kJ/mol. As for the HOMO-LUMO gap: 0.3542 hartree. As for the spin multiplicity: 1.

Last column: Mulliken charge in e.
Geometry (Å):
C 0.1806 -2.0303 1.5346  -1.138
C -0.6726 -0.8087 1.6031  -0.012
C -1.5816 -0.4366 0.7026  -0.234
C -2.3630 0.7970 0.8793  0.091
O -3.1982 1.1984 0.1025  -0.511
H 1.2601 -1.7668 1.5394  0.268
H 0.0137 -2.6815 2.4072  0.373
H -0.0276 -2.6065 0.6187  0.274
H -0.5365 -0.1771 2.4859  0.276
H -1.7724 -1.0140 -0.2024  0.320
H -2.1208 1.3603 1.8058  0.279
N -0.6021 1.5685 -0.7408  -0.292
C 0.4080 1.1879 -1.1673  0.305
C 1.6978 0.6822 -1.7001  0.431
N 2.2375 1.5004 -2.6211  -0.368
O 2.1670 -0.3643 -1.3092  -0.538
H 1.7847 2.3605 -2.9014  0.231
H 3.1254 1.2306 -3.0368  0.245